(1)
Computed, not measured: C3H7NO2 in the gas phase, with wB97M-V/def2-TZVPD.

CARTESIAN COORDINATES (ANGSTROEM)
O -1.747 0.339 0.241
H -0.987 1.002 0.126
N 0.361 1.721 -0.031
H 0.025 -0.836 -1.408
H 0.496 2.721 0.010
C 1.407 1.009 0.046
H 0.488 -2.117 -0.236
H 2.409 1.443 0.119
C -1.162 -0.913 0.340
O 1.402 -0.319 0.052
H -1.180 -1.322 1.367
C 0.191 -1.068 -0.350
H -1.702 -1.660 -0.276

Atomic forces in eV per Å
O -0.071 0.087 -0.050
H -0.825 -0.439 0.086
N 0.349 -0.036 -0.046
H 0.205 -0.010 0.079
H 0.346 0.003 -0.075
C -0.251 0.299 -0.014
H 0.139 0.311 -0.125
H -0.052 -0.419 0.067
C 0.302 -0.507 -0.070
O -0.305 -0.008 0.145
H 0.267 0.285 -0.150
C 0.198 0.169 -0.123
H -0.302 0.264 0.275

Values from the calculation:
LUMO energy ... 0.0296 Eh
Energy ... -8808.587 eV
SMILES ... [H]/N=C/OCCO
Molar mass ... 89.09 g mol⁻¹
Charge ... 0
Frontier orbital gap ... 10.4 eV
Maximum force ... 0.938 eV Å⁻¹
HOMO ... -9.55 eV
Relative energy (zero: lowest compared OMol25 entry of this formula, charge and spin) ... 44.78 kcal/mol

---

(2)
Computed, not measured: C3H7NO2 in the gas phase, with wB97M-V/def2-TZVPD.

CARTESIAN COORDINATES (ANGSTROEM)
H 0.975 -0.170 2.560
H -0.659 -1.627 -0.490
O 0.589 -0.555 1.752
H -0.244 0.146 1.314
N -0.856 -1.035 -1.284
C 1.170 0.232 0.303
H -0.115 1.964 0.090
H 1.476 -0.649 -0.256
H 2.001 0.828 0.677
C -0.952 0.339 -1.061
C -0.067 0.883 -0.012
O -1.721 1.025 -1.714
H -1.598 -1.380 -1.879

Atomic forces in eV per Å
H -0.074 -0.136 -0.148
H 0.009 0.099 -0.110
O -0.053 0.176 0.278
H 0.168 -0.189 0.144
N -0.168 0.013 0.000
C -0.027 0.102 -0.181
H -0.001 -0.150 0.000
H -0.059 0.132 0.104
H -0.166 -0.092 -0.034
C -0.084 0.055 0.025
C 0.128 0.143 -0.302
O 0.227 -0.186 0.165
H 0.102 0.033 0.058

Values from the calculation:
LUMO energy ... 0.0167 Eh
Energy ... -8807.165 eV
Molar mass ... 89.09 g mol⁻¹
Charge ... 0
Frontier orbital gap ... 9.3 eV
Maximum force ... 0.358 eV Å⁻¹
HOMO ... -8.82 eV
Relative energy (zero: lowest compared OMol25 entry of this formula, charge and spin) ... 77.57 kcal/mol

---

(3)
Computed, not measured: C3H7NO2 in the gas phase, with wB97M-V/def2-TZVPD.

CARTESIAN COORDINATES (ANGSTROEM)
C -0.318 -0.157 0.559
O -0.017 -1.545 0.496
C 0.864 0.726 0.142
H -1.468 -0.160 -1.276
C -1.558 0.212 -0.247
O 0.797 1.939 0.247
H 1.989 -0.938 -0.275
H 2.784 0.598 -0.507
H -0.403 -1.898 -0.315
H -2.459 -0.218 0.201
H -1.660 1.298 -0.290
H -0.492 0.079 1.614
N 1.942 0.065 -0.348

Atomic forces in eV per Å
C -0.105 0.232 0.100
O -0.050 -0.070 -0.226
C -0.019 0.156 -0.014
H 0.022 0.064 0.115
C -0.036 0.005 -0.056
O 0.049 -0.394 -0.051
H -0.042 0.130 0.063
H -0.118 -0.077 -0.019
H 0.055 0.014 0.141
H 0.150 0.035 -0.048
H 0.001 -0.148 0.045
H 0.038 -0.023 -0.095
N 0.055 0.077 0.046

Values from the calculation:
LUMO energy ... 0.0288 Eh
Energy ... -8810.127 eV
SMILES ... C[C@@H](O)C(N)=O
Molar mass ... 89.09 g mol⁻¹
Charge ... 0
Frontier orbital gap ... 10.4 eV
Maximum force ... 0.400 eV Å⁻¹
HOMO ... -9.62 eV
Relative energy (zero: lowest compared OMol25 entry of this formula, charge and spin) ... 9.28 kcal/mol

---

(4)
Computed, not measured: C3H7NO2 in the gas phase, with wB97M-V/def2-TZVPD.

CARTESIAN COORDINATES (ANGSTROEM)
O 0.043 1.987 -0.965
H -1.978 0.409 0.258
C -0.286 -0.387 -0.819
H -0.842 -0.375 -1.761
N 1.802 0.749 -0.247
C 0.528 0.895 -0.728
H -1.864 -1.356 0.300
H 0.343 -1.284 -0.792
C -1.278 -0.433 0.347
H 2.386 1.573 -0.245
H 2.254 -0.152 -0.234
O -0.631 -0.441 1.601
H -0.077 0.347 1.654

Atomic forces in eV per Å
O 0.191 -0.337 0.079
H 0.145 -0.057 0.038
C -0.060 -0.101 -0.024
H 0.100 0.049 0.104
N 0.019 0.093 -0.137
C -0.093 0.055 -0.025
H 0.112 0.113 -0.017
H -0.021 0.170 -0.002
C -0.268 -0.027 -0.255
H -0.071 -0.120 -0.002
H -0.140 0.147 0.028
O 0.139 0.062 0.089
H -0.052 -0.048 0.123

Values from the calculation:
LUMO energy ... 0.0288 Eh
Energy ... -8809.974 eV
SMILES ... NC(=O)CCO
Molar mass ... 89.09 g mol⁻¹
Charge ... 0
Frontier orbital gap ... 10.9 eV
Maximum force ... 0.395 eV Å⁻¹
HOMO ... -10.08 eV
Relative energy (zero: lowest compared OMol25 entry of this formula, charge and spin) ... 12.81 kcal/mol

---

(5)
Computed, not measured: C3H7NO2 in the gas phase in a non-equilibrium geometry, with wB97M-V/def2-TZVPD.

CARTESIAN COORDINATES (ANGSTROEM)
H -0.073 -0.617 -1.348
H -2.733 0.861 0.642
O -2.454 -0.983 -0.193
N -0.756 0.429 0.300
H 1.598 1.655 -0.555
H 2.026 0.628 0.863
H 2.456 0.105 -0.784
C 1.730 0.643 -0.183
C 0.238 -0.376 -0.322
H -0.117 -2.176 0.173
C -2.067 0.075 0.250
H -0.391 1.259 0.764
O 0.544 -1.502 0.392

Atomic forces in eV per Å
H 0.368 0.258 0.128
H -0.126 -0.141 0.069
O -0.027 -0.080 -0.164
N -0.215 0.657 0.153
H -0.243 -0.042 -0.056
H -0.183 -0.090 0.036
H 0.183 0.123 0.055
C -2.661 -2.519 -0.935
C 3.248 2.705 0.131
H 0.106 0.103 0.168
C 0.354 0.522 0.320
H -0.863 -0.311 -0.128
O 0.061 -1.187 0.223

Values from the calculation:
LUMO energy ... 0.0324 Eh
Energy ... -8809.000 eV
SMILES ... C[C@@H](O)NC=O
Molar mass ... 89.09 g mol⁻¹
Charge ... 0
Frontier orbital gap ... 11.0 eV
Maximum force ... 4.228 eV Å⁻¹
HOMO ... -10.14 eV
Relative energy (zero: lowest compared OMol25 entry of this formula, charge and spin) ... 35.26 kcal/mol

---

(6)
Computed, not measured: a molecular structure, C3H7NO2 in a non-equilibrium geometry, with wB97M-V/def2-TZVPD.

CARTESIAN COORDINATES (ANGSTROEM)
H -0.117 -0.657 -1.695
H -0.388 1.322 -0.545
O -2.064 -0.133 -0.383
C 0.126 -1.010 -0.688
H 2.333 1.139 0.491
H -1.351 -1.467 0.970
C 1.394 0.876 0.006
C -1.179 -0.798 0.106
O 1.356 -0.451 -0.231
N 0.465 1.720 -0.137
H -0.301 1.116 1.300
H -0.601 0.427 1.518
H 0.326 -2.084 -0.711

Atomic forces in eV per Å
H 0.200 0.016 -0.016
H 0.280 0.241 -0.068
O 0.242 -0.441 0.332
C -0.028 -0.085 -0.301
H -0.049 -0.009 -0.274
H 0.071 0.327 0.058
C -0.175 0.496 -0.160
C -0.448 -0.398 -0.916
O -0.247 -0.121 0.462
N 0.844 0.150 -1.085
H -0.825 -1.264 1.270
H 0.221 1.017 0.770
H -0.087 0.072 -0.074

Values from the calculation:
LUMO energy ... 0.0149 Eh
Energy ... -8806.422 eV
Molar mass ... 89.09 g mol⁻¹
Charge ... 0
Frontier orbital gap ... 10.6 eV
Maximum force ... 1.973 eV Å⁻¹
HOMO ... -10.16 eV
Relative energy (zero: lowest compared OMol25 entry of this formula, charge and spin) ... 94.71 kcal/mol

---

(7)
Computed, not measured: C3H7NO2 in the gas phase in a non-equilibrium geometry, with wB97M-V/def2-TZVPD.

CARTESIAN COORDINATES (ANGSTROEM)
H 0.039 2.320 -0.470
C 0.331 -0.084 1.311
N -0.191 -1.143 -0.844
C 0.382 1.121 -0.940
O -0.467 -0.846 1.992
C -0.374 0.077 -0.115
H 1.340 0.959 -0.958
H -0.448 -2.209 -0.444
H -1.344 0.411 -0.257
H 0.104 -0.914 2.878
H -0.720 -1.319 -1.686
O 1.334 0.310 1.666
H 0.012 1.318 -2.134

Atomic forces in eV per Å
H 1.506 -3.609 -1.153
C -6.313 -0.985 -5.228
N -0.027 -6.452 0.380
C -7.088 5.468 -1.464
O 0.850 -1.486 4.684
C 2.642 0.521 -1.467
H 5.487 -0.508 0.055
H 0.986 4.117 0.011
H -2.407 0.479 1.508
H -2.053 -0.316 -2.038
H -0.125 1.423 -0.414
O 5.816 2.531 1.748
H 0.728 -1.183 3.379

Values from the calculation:
LUMO energy ... 0.0251 Eh
Energy ... -8806.951 eV
SMILES ... C[C@@H](N)C(=O)O
Molar mass ... 89.09 g mol⁻¹
Charge ... 0
Frontier orbital gap ... 10.0 eV
Maximum force ... 9.071 eV Å⁻¹
HOMO ... -9.29 eV
Relative energy (zero: lowest compared OMol25 entry of this formula, charge and spin) ... 82.51 kcal/mol

---

(8)
Computed, not measured: C3H7NO2 in the gas phase, with wB97M-V/def2-TZVPD.

CARTESIAN COORDINATES (ANGSTROEM)
H 0.492 1.978 -0.837
O -1.022 0.566 -0.749
C -0.450 -0.489 -1.351
C 0.019 1.313 -0.105
H -2.242 -1.445 -0.924
H 0.657 -1.242 1.317
O 0.672 -0.331 1.631
H 1.793 1.252 1.030
H 1.716 -0.070 -0.145
N -1.302 -1.501 -1.307
C 1.130 0.503 0.582
H -0.932 -2.390 -1.591
H -0.516 1.876 0.658

Atomic forces in eV per Å
H -0.066 0.054 0.116
O 0.529 -0.593 0.198
C -0.354 -0.496 0.168
C 0.224 0.415 0.292
H 0.125 0.024 0.091
H -0.083 0.187 0.009
O -0.147 -0.168 -0.047
H -0.033 -0.039 -0.020
H -0.198 0.211 0.096
N 0.104 -0.083 -0.367
C 0.102 0.338 -0.210
H -0.344 -0.079 -0.275
H 0.140 0.230 -0.052

Values from the calculation:
LUMO energy ... 0.0352 Eh
Energy ... -8807.418 eV
Molar mass ... 89.09 g mol⁻¹
Charge ... 0
Frontier orbital gap ... 9.6 eV
Maximum force ... 0.819 eV Å⁻¹
HOMO ... -8.64 eV
Relative energy (zero: lowest compared OMol25 entry of this formula, charge and spin) ... 71.73 kcal/mol

---

(9)
Computed, not measured: C3H7NO2S in the gas phase, with wB97M-V/def2-TZVPD.

CARTESIAN COORDINATES (ANGSTROEM)
H -1.399 1.276 -0.652
C -1.493 0.194 -0.633
S -3.225 -0.185 -0.195
O 2.948 0.357 -0.444
C 1.861 0.330 0.364
H 3.604 0.887 0.034
N 0.841 -0.335 -0.220
H -1.333 -0.133 -1.660
O 1.854 0.811 1.474
H 0.996 -0.692 -1.149
H -0.459 0.206 1.245
H -2.955 -0.905 0.896
C -0.484 -0.393 0.335
H -0.755 -1.417 0.604

Atomic forces in eV per Å
H 0.088 0.129 0.073
C -0.433 0.303 -0.203
S 0.065 0.033 -0.052
O 0.078 0.204 0.031
C 0.083 -0.227 0.260
H -0.035 -0.158 -0.083
N 0.198 -0.087 -0.441
H 0.080 -0.288 0.068
O -0.077 0.201 -0.043
H 0.032 0.042 0.062
H -0.083 -0.127 0.079
H 0.013 -0.056 0.096
C -0.049 0.059 0.212
H 0.041 -0.027 -0.060

Values from the calculation:
LUMO energy ... 0.0253 Eh
Energy ... -19645.604 eV
SMILES ... O=C(O)NCCS
Molar mass ... 121.16 g mol⁻¹
Charge ... 0
Frontier orbital gap ... 10.0 eV
Maximum force ... 0.566 eV Å⁻¹
HOMO ... -9.32 eV
Relative energy (zero: lowest compared OMol25 entry of this formula, charge and spin) ... 0.00 kcal/mol

---

(10)
Computed, not measured: C3H7NO2S in the gas phase in a non-equilibrium geometry, with wB97M-V/def2-TZVPD.

CARTESIAN COORDINATES (ANGSTROEM)
S 0.799 -0.234 0.851
H -1.953 0.211 -0.231
H 0.541 -1.467 -1.018
O 0.982 0.647 -0.511
H -0.146 -2.521 0.288
H -1.809 1.821 0.608
C -1.255 0.970 0.222
C 0.626 -1.876 0.031
H -0.015 2.449 -0.686
O 1.927 -0.418 1.681
H -0.541 1.021 -1.812
N -0.609 0.419 1.373
H 1.648 -2.384 0.048
C -0.195 1.362 -0.844

Atomic forces in eV per Å
S -5.132 -0.044 -0.241
H 0.248 0.782 0.317
H -0.332 -1.162 0.846
O 1.417 -0.391 0.301
H -1.456 -0.712 0.848
H -0.280 0.148 -0.488
C -0.816 -0.996 -0.462
C 3.207 2.010 -2.413
H 0.163 -0.739 -0.884
O 0.797 0.976 0.692
H 0.240 0.520 -0.344
N 4.099 -1.959 0.037
H -1.444 0.676 0.291
C -0.711 0.892 1.499

Values from the calculation:
LUMO energy ... 0.0292 Eh
Energy ... -19641.823 eV
SMILES ... C[S@]1(=O)=NCCO1
Molar mass ... 121.16 g mol⁻¹
Charge ... 0
Frontier orbital gap ... 9.8 eV
Maximum force ... 5.138 eV Å⁻¹
HOMO ... -8.96 eV
Relative energy (zero: lowest compared OMol25 entry of this formula, charge and spin) ... 87.20 kcal/mol